Record 1
The following is a quantum chemistry calculation of 10 unconnected molecules or ions with the total composition C32H40F9NO30P at a distorted geometry, from the Open Molecules 2025 dataset.

Each line ends with the Löwdin charge.
Element x y z (Å)
C  -6.5785  6.2334  6.3606  -0.51
F  -1.6065  1.4775  8.7505  0.08
C  2.9456  -1.3269  -2.8526  -0.07
C  4.8556  -2.2499  -8.3470  -0.52
H  6.0421  -4.5740  -6.6221  0.16
H  0.9272  0.4666  1.4651  0.15
C  10.0871  -8.0238  -8.4374  -0.33
O  10.6855  -6.6465  -10.1419  0.07
C  -1.0135  -0.3919  1.0512  -0.30
H  -3.8916  0.4282  8.7660  0.14
O  4.1116  -0.8817  -3.5297  0.09
O  11.2130  -8.5715  -9.0925  0.14
C  3.5058  -2.2602  -1.8290  -0.32
H  -0.6206  3.0119  7.0521  0.16
C  5.0626  -1.8363  -3.3368  -0.50
H  6.8579  -3.3859  -4.6722  0.10
H  2.2826  -1.8289  -3.5627  0.14
O  7.5126  -6.0006  -6.4298  0.12
O  -7.0922  0.3352  9.0738  0.15
H  -5.8575  3.5010  5.2591  0.10
H  8.9952  -6.2467  -9.0005  0.13
P  -2.8087  2.2894  3.7494  0.69
C  -6.6679  1.7125  4.2607  -0.08
C  -5.6408  1.8201  2.9966  -0.28
H  -7.1921  5.9900  9.0722  0.16
C  7.4972  -4.1923  -5.0391  -0.06
C  -5.8571  -0.3310  9.2542  -0.32
O  -1.3690  4.7677  7.8284  0.08
C  -6.8083  3.2805  4.6375  -0.15
O  0.7883  -0.0264  -7.4706  0.08
F  -5.8405  -0.8831  10.4875  0.10
F  -1.9740  0.3088  1.7076  0.01
C  7.4222  -6.4230  -5.1367  -0.52
O  -7.6517  2.0480  7.6927  0.15
O  4.9090  -1.1761  -7.5121  0.14
C  5.5657  -0.1607  -8.2433  -0.32
O  -7.0106  7.4669  6.7311  0.16
C  0.5930  -1.3742  -7.8722  -0.06
O  -1.9283  3.0027  2.4313  -0.18
F  7.8141  -3.9746  -7.3588  0.07
C  5.2144  -0.4808  -9.6609  -0.06
H  1.5332  -1.7785  -8.2589  0.14
O  0.6071  -0.0940  -0.5112  0.07
O  -1.5213  -0.7755  -0.2089  0.14
H  -6.0253  5.0408  3.3311  0.12
C  9.5237  -7.0864  -9.4553  -0.07
C  -1.5641  3.4200  7.4264  -0.07
C  -2.0105  2.7702  8.6949  -0.32
O  4.6141  -3.3750  -7.9877  0.15
C  -1.1512  4.7472  9.1754  -0.52
O  7.4213  -7.5802  -4.8015  0.16
F  0.5793  -3.3174  -6.5510  0.09
N  -5.8138  3.1551  2.3198  0.06
C  -0.4498  -0.7661  -1.0519  -0.51
F  5.0552  1.0366  -7.8731  0.08
H  -2.3168  3.3493  6.6394  0.09
C  0.1676  -2.0294  -6.5976  -0.32
O  5.1161  -1.8972  -9.6372  0.08
O  7.3247  -5.3746  -4.2708  0.08
F  2.6408  -3.2666  -1.5601  0.08
C  -8.1261  7.2407  7.5714  -0.32
H  -8.7290  5.3572  8.4456  0.15
O  -3.3219  3.4378  4.9096  -0.19
C  -6.6314  4.0675  3.2477  -0.10
H  5.9803  -0.1524  -10.3654  0.15
O  -1.3261  3.4977  9.6923  0.15
H  8.5412  -3.8694  -4.9793  0.15
H  -0.9076  -1.9774  -6.4016  0.18
O  -5.8229  6.0266  5.4408  0.12
H  -7.6627  3.6052  5.3389  0.13
H  6.6380  -0.1883  -8.0280  0.18
C  -6.8171  1.4050  8.2804  -0.52
H  -5.7490  -1.1136  8.4971  0.18
H  -6.1589  1.1027  2.2448  0.16
C  0.1474  0.4830  0.7018  -0.06
H  -4.9988  3.5933  1.8382  0.18
O  4.6397  -2.8016  -2.4752  0.15
H  -9.0443  7.2655  6.9768  0.18
O  12.7166  -7.6013  -10.4894  0.16
O  -0.8519  5.7139  9.8271  0.17
H  -0.7473  -1.2830  1.6269  0.19
C  1.0247  -0.0480  -6.1280  -0.52
C  7.1124  -4.6444  -6.4098  -0.32
H  10.4010  -7.5406  -7.5072  0.18
H  -0.1672  -1.4450  -8.6520  0.15
H  8.8520  -7.5842  -10.1608  0.15
H  -4.2475  0.2808  3.8854  0.14
C  -4.1841  1.1487  3.1231  -0.15
H  -7.5890  4.4382  2.7152  0.15
C  -7.8257  5.9107  8.1842  -0.05
O  -7.1063  5.2563  7.1481  0.05
F  -8.1631  8.2122  8.5096  0.10
O  -0.4356  -1.2912  -2.1345  0.18
H  -4.6952  1.2928  10.0943  0.16
O  -5.4785  1.6568  8.2224  0.05
O  6.1489  -1.8251  -3.8618  0.14
H  -3.0891  2.8291  8.8707  0.16
O  -1.7707  1.3655  4.4765  -0.34
H  2.4091  -0.4896  -2.4040  0.13
H  -2.4286  3.7853  2.0908  0.07
H  -6.2933  1.0629  5.1228  0.13
O  0.8653  -1.2978  -5.6105  0.12
O  1.3302  0.9195  -5.4784  0.16
H  -0.1472  1.5211  0.5218  0.14
C  11.6358  -7.6079  -9.9579  -0.52
H  3.8103  -1.7759  -0.8961  0.18
H  -6.5365  2.9369  1.5964  0.19
C  -4.8553  0.7732  9.1449  -0.07
F  9.2174  -9.0240  -8.1644  0.08
H  4.2528  -0.0548  -9.9622  0.15
H  -3.8803  0.6721  2.1184  0.11
H  -7.7062  1.3869  3.8656  0.14
H  -3.4375  4.2988  4.4347  0.09

For the LUMO energy, the calculation gives -4.22 eV. Its multiplicity is 1. As for the highest occupied orbital energy: -11.686 eV. As for the HOMO-LUMO gap: 0.274 Eh. The charge is +1.

=====

Record 2
The following is a quantum chemistry calculation of a molecular structure, C32H40InN8O2S3, from the Open Molecules 2025 dataset.

Each line ends with the Löwdin charge.
Element x y z (Å)
C  -5.2669  5.0400  -1.2942  -0.15
C  -0.8953  3.9761  -2.9579  0.07
C  1.3042  3.4929  -4.0218  0.02
H  -1.9841  -5.4563  -0.7162  0.13
In  0.3518  0.6192  0.6050  0.86
H  1.1112  4.2490  -4.7720  0.14
S  5.5019  -1.9276  -0.6797  1.04
C  -0.7291  1.9202  3.5025  -0.14
H  3.1182  -0.8979  -0.3603  0.07
H  1.5185  -1.1553  4.4064  0.14
C  2.1889  2.7195  2.7385  -0.37
C  6.3321  -0.8558  -2.8464  -0.09
H  -0.0616  -1.2695  2.7984  0.12
H  2.9800  3.4549  2.6056  0.10
H  1.1312  -2.3496  0.2055  0.11
H  -1.6689  -1.8766  -1.7885  0.13
O  -2.8225  -1.7472  1.5157  0.06
H  2.1612  2.4502  3.7923  0.09
C  4.0603  0.0060  -2.0790  -0.17
H  3.5524  0.0313  3.6414  0.10
C  -2.8791  -3.5438  -1.2237  -0.15
H  4.6072  1.1280  -3.8292  0.14
C  -1.4640  2.7874  -0.9774  -0.03
C  1.7519  1.5390  -2.0562  -0.15
H  -3.9354  -7.8323  1.7758  0.14
H  0.5070  -1.5464  -1.0564  0.09
H  -3.7214  -5.5024  -1.0266  0.13
C  -1.8336  3.7304  -1.9557  -0.17
H  -1.1098  4.7049  -3.7296  0.12
N  -3.9500  -5.5686  2.9165  0.21
C  -1.8867  -1.3260  0.8380  -0.61
C  -5.0331  5.9064  -2.3222  -0.37
C  0.5606  2.3278  -1.9996  -0.14
C  0.3142  3.2818  -3.0022  -0.11
H  1.3324  0.5811  4.4801  0.11
N  -0.2330  2.3606  2.1837  -0.10
H  -0.7917  -3.4033  -1.7014  0.13
H  -1.8293  0.1375  2.9919  0.11
H  -3.2545  -3.8733  1.2685  0.13
C  7.3313  -1.7696  -2.4454  -0.14
H  -5.6968  6.6627  -2.7114  0.09
H  1.0261  3.7210  1.2336  0.12
C  -3.1133  4.4085  -1.9029  -0.48
H  -6.1919  5.0173  -0.7378  0.12
H  -4.1627  -4.6227  3.1853  0.13
C  -1.5389  -2.7868  -1.1938  -0.13
H  -0.8434  -3.2025  0.8262  0.15
C  -2.9263  -4.9222  -0.5527  -0.15
N  -3.2140  -4.8214  0.8768  0.09
H  -1.0966  0.1065  4.5957  0.14
H  -4.1854  3.4233  -0.2874  0.11
C  5.2562  -0.8142  -1.9979  -0.47
C  -4.1745  4.1862  -1.0541  -0.11
C  3.0260  -0.1476  -1.1382  -0.12
H  2.8853  -0.9927  2.3669  0.08
N  0.3808  -1.7228  -0.0622  0.05
N  0.2083  -0.3052  2.9594  -0.09
C  0.8753  3.3264  2.2410  -0.23
H  -0.9958  2.7888  1.6700  0.11
H  -3.6862  -2.9215  -0.8323  0.13
H  -0.0240  2.2348  4.2711  0.12
C  2.6980  -0.1087  2.9805  -0.38
N  -0.3128  2.1326  -0.9926  0.05
S  -3.4939  5.6959  -3.0069  1.10
O  -1.6524  -0.0834  0.6248  -0.08
H  0.6312  4.1662  2.8970  0.14
H  -1.6798  2.3978  3.7386  0.15
C  -0.9453  -2.3459  0.1596  -0.27
H  3.1885  2.9487  -4.8177  0.13
C  -0.9374  0.4042  3.5554  -0.16
H  -3.2894  -7.3081  0.2753  0.12
H  -4.3091  -6.3017  3.5041  0.13
C  2.4467  2.7749  -4.0487  0.02
H  6.4126  -0.2544  -3.7413  0.12
N  1.9231  0.5787  -1.1342  0.00
C  7.0164  -2.4191  -1.2929  -0.37
C  -3.5845  -5.8260  1.6520  -0.43
N  -3.5621  -7.0835  1.2168  0.23
C  3.8603  0.9728  -3.0611  0.10
H  -2.1395  2.5488  -0.1640  0.12
C  2.7050  1.7580  -3.0680  -0.10
H  7.5918  -3.1608  -0.7619  0.08
C  1.4183  -0.2575  3.7926  -0.22
S  2.6913  1.2579  1.7796  0.98
H  8.2486  -1.9411  -2.9885  0.12
H  -3.1008  -3.7053  -2.2779  0.13

For the LUMO energy, the calculation gives -7.65 eV. Its multiplicity is 1. For the energy above the lowest of the compared OMol25 structures with the same formula, charge and spin, the calculation gives 0.0 kJ/mol. As for the highest occupied orbital energy: -14.324 eV. As for the HOMO-LUMO gap: 0.245 Eh. The charge is +3.

=====

Q: What is the formula in the second record?
A: C32H40InN8O2S3